Density functional theory data (ωB97M-V/def2-TZVPD) for a molecular structure, C5H10S.

Relative energy (zero: lowest compared OMol25 entry of this formula, charge and spin), kcal/mol: 96.0
Frontier orbital gap, Ha: 0.3510

Structure (ORCA input):
```
! RIJCOSX wB97M-V def2-TZVPD def2/J DEFGRID3
* xyz 0 1
C -1.42919 1.81580 -0.61187
C -1.53393 0.43389 0.02238
C -0.05264 -0.26382 -0.14943
C 1.30734 0.55107 0.15834
C 2.09747 1.05132 -0.77116
H -2.08016 2.67984 -0.11820
H -1.91735 1.47864 -1.59210
H -0.10901 2.04992 -0.60014
H -2.39279 -0.26272 -0.34145
H -1.77884 0.43698 1.18229
H 0.23753 -0.40744 -1.21267
H -0.89839 -1.45383 1.90515
H 1.58852 0.64590 1.22933
H 1.71271 0.80627 -1.82206
H 2.91984 1.90397 -0.56718
S 0.02398 -1.83794 0.62797
*
```



Density functional theory data (ωB97M-V/def2-TZVPD) for 2 unconnected molecules or ions with the total composition CH7NO.

Relative energy (zero: lowest compared OMol25 entry of this formula, charge and spin), kcal/mol: 8.4
Frontier orbital gap, Ha: 0.3685
SMILES: CN.O

Structure (ORCA input):
```
! RIJCOSX wB97M-V def2-TZVPD def2/J DEFGRID3
* xyz 0 1
C -0.33743 -0.64834 0.95628
N 0.93599 -1.37584 0.87558
H -0.15263 0.05155 1.78852
H -1.28156 -1.18451 1.15056
H -0.44816 -0.06685 0.02557
H 1.00089 -2.07831 0.13060
H 1.64722 -0.66792 0.66187
O -0.54906 1.91174 -2.24497
H -1.10666 1.77106 -1.44651
H 0.29142 2.28741 -1.89750
*
```



Density functional theory data (ωB97M-V/def2-TZVPD) for a molecular structure, C31H72ClNO25PS8.

Frontier orbital gap, Ha: 0.2014

Structure (ORCA input):
```
! RIJCOSX wB97M-V def2-TZVPD def2/J DEFGRID3
* xyz 1 1
C 4.47798 -2.82478 -2.40653
C 3.50187 -2.76704 -1.50825
C 2.59878 -1.57941 -1.35370
O 3.00535 -0.55165 -0.89676
O 1.32355 -1.77286 -1.78309
C 0.42660 -0.72739 -1.42171
C -0.86301 -0.95083 -2.22369
C -1.71580 0.33248 -2.37293
C -3.10056 0.13599 -1.67196
C -4.06560 -0.43786 -2.71705
C -5.51954 -0.44005 -2.18906
S -6.01504 -2.14882 -1.79690
O -5.75072 -2.30990 -0.12796
C -6.28379 -3.45737 0.24329
N -6.49323 -4.49802 0.69422
P -8.17100 -2.15890 -2.22423
O -8.55647 -3.71793 -2.12978
Cl -8.91628 -1.31231 -0.53526
H 4.32796 -2.36528 -3.37568
H 5.38534 -3.35517 -2.16216
H 3.28529 -3.59868 -0.84226
H 0.82152 0.26857 -1.61310
H 0.18011 -0.76172 -0.35548
H -0.52312 -1.27716 -3.20924
H -1.41739 -1.78859 -1.79604
H -1.22348 1.22504 -1.99615
H -1.90629 0.44246 -3.44090
H -3.42104 1.11938 -1.29957
H -2.94842 -0.57472 -0.85928
H -3.72495 -1.43276 -3.00611
H -4.02067 0.21525 -3.58718
H -5.66429 0.21009 -1.32558
H -6.18712 -0.16177 -3.00971
H -8.67209 -4.00314 -3.05111
O -4.48820 3.26951 -0.75927
S -4.61108 4.34226 -1.70802
O -3.50633 5.19210 -2.01498
O -5.86306 5.22985 -1.32612
C -5.94192 5.76598 0.02134
C -5.05274 6.97933 0.19719
C -5.25737 3.69611 -3.21742
H -5.70618 4.99425 0.75413
H -6.98261 6.04745 0.16970
H -3.99841 6.70751 0.14634
H -5.23811 7.44110 1.16606
H -5.23890 7.71206 -0.58923
H -6.13166 3.08963 -2.99373
H -4.47674 3.08886 -3.67307
H -5.51592 4.52477 -3.87162
O 7.10737 -4.00133 -3.72231
S 7.89240 -4.05370 -4.91977
O 7.41387 -3.46258 -6.12940
O 8.29416 -5.56827 -5.19964
C 7.24182 -6.55217 -5.23087
C 6.47860 -6.53163 -6.54064
C 9.51315 -3.45198 -4.58608
H 6.57399 -6.41467 -4.37862
H 7.73363 -7.51503 -5.10487
H 5.90264 -5.61272 -6.64722
H 5.78794 -7.37392 -6.58735
H 7.16440 -6.58660 -7.38601
H 9.89266 -3.94221 -3.69386
H 9.43496 -2.37899 -4.42545
H 10.14550 -3.65826 -5.44546
O 4.77011 2.92782 4.28659
S 5.30807 1.60627 4.39584
O 6.67468 1.33742 4.07817
O 4.37455 0.60061 3.58147
C 4.08462 0.90787 2.20402
C 5.22825 0.54604 1.28072
C 4.96072 0.97190 6.00289
H 3.80802 1.95903 2.10365
H 3.20697 0.31622 1.94637
H 6.09441 1.18566 1.45120
H 4.92135 0.65573 0.24236
H 5.54649 -0.48334 1.44924
H 3.90835 1.12901 6.22225
H 5.58118 1.51917 6.70882
H 5.21138 -0.08579 6.02517
O 3.67097 -5.10144 7.65182
S 5.04980 -4.73034 7.55613
O 5.46619 -3.39081 7.83208
O 5.59344 -5.15657 6.11854
C 4.85480 -4.70800 4.96866
C 5.14573 -3.25737 4.64027
C 6.02791 -5.84590 8.50443
H 3.78684 -4.87606 5.12009
H 5.16952 -5.34501 4.14355
H 4.75717 -2.59553 5.41402
H 4.68313 -2.98007 3.69232
H 6.22001 -3.08492 4.57471
H 5.74406 -6.86347 8.25097
H 5.82394 -5.64505 9.55376
H 7.07668 -5.66515 8.28407
O -5.46188 4.94535 3.29324
S -5.99468 4.61641 4.58312
O -6.81354 5.54569 5.29150
O -4.80408 4.14018 5.52144
C -3.65455 5.00429 5.65159
C -3.91263 6.16027 6.59724
C -6.83273 3.06916 4.49245
H -3.33732 5.35649 4.66872
H -2.85658 4.37660 6.04380
H -4.64347 6.85416 6.18279
H -2.98911 6.70890 6.78165
H -4.30742 5.79939 7.54678
H -6.18679 2.34913 3.99726
H -7.74180 3.22528 3.91561
H -7.07860 2.74629 5.50056
O 1.03112 -7.43300 -2.28842
S 1.48326 -6.87341 -1.05254
O 2.87429 -6.67933 -0.78941
O 0.83580 -7.69176 0.15051
C 0.99990 -9.12473 0.15768
C 2.37611 -9.54023 0.63841
C 0.63341 -5.35347 -0.76728
H 0.78402 -9.53162 -0.83153
H 0.24015 -9.50582 0.83783
H 3.14739 -9.24977 -0.07438
H 2.42010 -10.62195 0.76535
H 2.61237 -9.06090 1.58847
H -0.43114 -5.51444 -0.91427
H 1.00812 -4.62517 -1.48519
H 0.84062 -5.01929 0.24663
O -4.34029 9.81430 -6.40641
S -3.88175 10.46751 -5.21847
O -2.48642 10.65050 -4.97611
O -4.53850 9.74358 -3.95607
C -4.39089 8.31609 -3.85531
C -3.02218 7.90777 -3.35059
C -4.70537 12.01417 -5.04191
H -4.61512 7.84925 -4.81714
H -5.15561 7.98814 -3.15039
H -2.24746 8.14245 -4.08103
H -2.99593 6.83813 -3.15777
H -2.77436 8.44163 -2.43237
H -5.77279 11.86066 -5.17388
H -4.31915 12.67698 -5.81293
H -4.48616 12.41630 -4.05634
*
```



Density functional theory data (ωB97M-V/def2-TZVPD) for a molecular structure, C6H9FeO5.

Relative energy (zero: lowest compared OMol25 entry of this formula, charge and spin), kcal/mol: 0.0
Frontier orbital gap (spin up / spin down), Ha: 0.3717 / 0.2252

Structure (ORCA input):
```
! RIJCOSX wB97M-V def2-TZVPD def2/J DEFGRID3
* xyz 2 6
C -1.89032 -1.71034 1.09270
O -0.53661 -1.39511 0.72025
C 0.41961 -2.30547 1.02399
O 1.46081 -2.11517 0.30408
C 1.81718 -0.79967 -0.30257
C 1.43560 -0.76319 -1.75810
O 0.23038 0.04839 -1.84163
C -0.23119 0.36913 -3.13845
Fe 0.19006 0.48294 0.10446
H -2.49993 -1.58812 0.19156
H -1.91141 -2.71746 1.51821
H -2.21884 -0.98240 1.84087
H 2.89987 -0.74857 -0.17267
H 1.22925 -1.74255 -2.21893
H 2.21718 -0.23780 -2.32851
H 0.52740 0.95856 -3.67496
H -0.44327 -0.54986 -3.70322
H -1.14799 0.95813 -3.03136
O -1.18722 2.20938 3.72634
C -0.76157 1.97137 2.68058
O -0.50995 1.88286 1.53506
*
```



Density functional theory data (ωB97M-V/def2-TZVPD) for C17H20N4O5 in the gas phase.

Relative energy (zero: lowest compared OMol25 entry of this formula, charge and spin), kcal/mol: 0.8
Frontier orbital gap, Ha: 0.3416
SMILES: CC(C)CNC(=O)NC(=O)COC(=O)Cn1cnc2ccccc2c1=O

Structure (ORCA input):
```
! RIJCOSX wB97M-V def2-TZVPD def2/J DEFGRID3
* xyz 0 1
C -8.37783 -1.57395 -0.51754
C -7.17819 -0.63820 -0.39984
C -7.17032 0.06413 0.95474
C -5.88325 -1.43609 -0.60117
N -4.71603 -0.58615 -0.58891
C -3.78616 -0.66564 0.36445
O -3.72762 -1.46953 1.26299
N -2.74822 0.31257 0.26571
C -2.64379 1.36600 -0.57107
O -3.44589 1.65943 -1.43239
C -1.40480 2.23332 -0.34629
O -0.49527 1.66568 0.58901
C 0.76072 1.44068 0.17305
O 1.18114 1.71360 -0.91348
C 1.57321 0.80222 1.28907
N 2.92315 0.54392 0.85431
C 3.79693 1.56902 0.64688
N 4.98811 1.45618 0.20950
C 5.43794 0.19878 -0.11120
C 6.73667 0.04278 -0.60528
C 7.20102 -1.21080 -0.93269
C 6.38929 -2.33435 -0.77734
C 5.10820 -2.19988 -0.29318
C 4.62022 -0.93561 0.04591
C 3.26317 -0.78182 0.54998
O 2.45973 -1.67520 0.72584
H -9.30476 -1.01786 -0.40212
H -8.39111 -2.06510 -1.48779
H -8.33724 -2.33834 0.25495
H -7.24060 0.11924 -1.18987
H -7.07603 -0.66436 1.75680
H -6.33651 0.75895 1.02416
H -8.09262 0.62178 1.09875
H -5.75932 -2.16331 0.20449
H -5.92259 -1.96874 -1.55730
H -4.66150 0.17873 -1.25319
H -2.02546 0.19331 0.96640
H -0.90302 2.38552 -1.30886
H -1.73292 3.20600 0.03522
H 1.12754 -0.16808 1.54257
H 1.55529 1.44897 2.17054
H 3.43307 2.55814 0.89382
H 7.34957 0.92236 -0.72081
H 8.20429 -1.32833 -1.31506
H 6.76906 -3.31033 -1.03907
H 4.45744 -3.05148 -0.16405
*
```



Density functional theory data (ωB97M-V/def2-TZVPD) for a molecular structure, C3H8N3O.

Relative energy (zero: lowest compared OMol25 entry of this formula, charge and spin), kcal/mol: 59.8
Frontier orbital gap, Ha: 0.3657

Structure (ORCA input):
```
! RIJCOSX wB97M-V def2-TZVPD def2/J DEFGRID3
* xyz 1 1
C 0.06963 -0.89794 0.85617
C -0.45957 0.51111 0.71110
C 1.74635 -0.32039 -0.47429
N 1.04686 -1.16172 0.20810
N 2.70936 0.40111 0.07574
N -1.91967 0.01294 -0.42337
O 0.19274 1.30023 0.04360
H -0.36985 -1.65941 1.37058
H -1.20881 0.84286 1.39320
H 1.73802 -0.19931 -1.55173
H 3.41185 0.90655 -0.41970
H 3.00534 0.11610 0.95563
H -1.89549 -0.93886 -0.80094
H -1.63554 0.57972 -1.13448
H -2.92287 0.16661 -0.13211
*
```



Total energy values (in eV) by entry order: -16178.3134, -4687.5616, -194472.5692, -50969.6581, -34154.1396, -9749.8723.